ORCA calculation (wB97M-V/def2-TZVPD) on a molecular structure, C24H68BHgO8.

```
102
Properties=species:S:1:pos:R:3:forces:R:3
Hg -1.180283 -0.314838 1.453040 0.333 0.286 -0.033
B 0.856805 -0.596206 0.181867 0.232 0.576 0.216
H 1.717195 -0.947381 -0.557177 -0.144 -0.092 -0.464
H 1.373789 -0.142798 1.173592 0.177 -0.063 0.222
H 0.167258 0.261819 -0.335986 0.082 0.307 -0.397
H 0.155465 -1.535460 0.487137 0.182 -0.807 -0.011
C 3.928471 2.168749 0.375619 0.271 -0.416 -0.063
C 2.923153 2.782394 1.311265 -0.698 0.588 -0.237
C 2.923085 4.298265 1.203124 0.473 -0.333 -0.612
O 1.576348 2.403579 0.913951 0.048 -0.161 0.098
H 4.934736 2.343698 0.758363 0.020 -0.096 -0.041
H 3.875629 2.578206 -0.632894 -0.139 0.182 0.043
H 3.766406 1.090233 0.287883 0.141 -0.007 0.125
H 3.092294 2.436595 2.334765 0.029 -0.006 0.040
H 3.928023 4.687679 1.369965 -0.127 0.127 0.372
H 2.170248 4.785782 1.815252 0.090 0.012 0.199
H 2.710814 4.502884 0.150764 -0.171 0.197 0.074
H 1.589536 1.474079 0.629964 0.122 0.112 -0.092
C -3.890185 -3.083560 -1.071401 -0.179 -0.485 -0.109
C -2.823774 -2.880247 -0.022567 0.476 0.186 -0.346
C -1.669107 -3.868195 -0.189050 -0.827 0.240 0.145
O -2.296141 -1.519112 -0.163964 -0.825 -0.323 0.531
H -4.320141 -4.083145 -0.969880 -0.018 0.043 0.087
H -3.441014 -3.058844 -2.067289 -0.011 0.193 0.014
H -4.708284 -2.367780 -1.011834 0.101 0.125 0.040
H -3.235441 -2.918171 0.986459 -0.055 -0.003 0.000
H -0.949564 -3.724317 0.613891 0.233 -0.129 -0.146
H -1.232545 -3.711759 -1.176028 0.266 -0.016 0.097
H -2.080255 -4.877266 -0.158209 0.175 -0.084 0.096
H -1.868288 -1.462633 -1.037349 0.098 0.186 -0.412
C 4.560128 -4.518814 -0.295867 -0.070 0.203 0.033
C 3.877308 -3.213929 -0.657666 -0.077 -0.339 -0.492
C 2.865671 -3.411643 -1.792452 0.545 -0.016 -0.119
O 3.248873 -2.737053 0.524990 0.133 0.067 0.129
H 5.060755 -4.939760 -1.166653 -0.018 -0.053 -0.009
H 3.805302 -5.217671 0.068155 0.102 -0.107 0.025
H 5.307803 -4.349134 0.478145 -0.057 -0.070 0.079
H 4.641323 -2.515194 -1.025574 -0.029 0.136 0.251
H 3.328393 -4.012505 -2.579350 -0.062 -0.101 0.058
H 2.616868 -2.464690 -2.275780 -0.324 0.012 0.237
H 1.982708 -3.932925 -1.422338 -0.103 0.099 -0.066
H 2.679991 -1.993399 0.294171 0.072 -0.049 0.016
C -1.807751 1.614669 4.328558 -0.364 -0.934 -0.035
C -0.618531 2.282835 3.698655 0.314 -0.556 0.211
C 0.580851 2.319040 4.626239 0.119 0.190 0.329
O -0.260979 1.488138 2.538334 -0.415 0.329 0.310
H -2.675506 1.629050 3.662809 -0.082 0.385 0.165
H -2.048562 1.993600 5.318754 -0.159 0.346 -0.147
H -1.616551 0.543332 4.484379 0.322 0.122 -0.024
H -0.877794 3.293632 3.378559 -0.002 0.003 -0.131
H 0.308357 2.766457 5.584535 0.014 0.144 -0.087
H 1.402800 2.898122 4.202671 -0.033 0.006 -0.027
H 0.957635 1.319825 4.852204 -0.136 -0.092 -0.173
H 0.402852 1.984843 1.994818 0.234 -0.085 -0.192
C 1.141892 3.034410 -2.424612 0.469 -0.353 0.107
C 0.585375 3.315204 -3.801439 -0.858 0.629 0.297
C -0.943867 3.278460 -3.754299 -0.059 -0.642 0.244
O 0.977668 4.650859 -4.130815 0.434 -0.218 -0.170
H 0.897142 3.851282 -1.745262 -0.076 0.003 -0.006
H 2.227682 2.922016 -2.437358 0.011 0.182 -0.090
H 0.755961 2.100270 -2.007195 -0.141 0.062 -0.053
H 0.942097 2.593770 -4.539810 0.201 0.039 0.017
H -1.274813 2.409590 -3.173643 0.022 -0.001 -0.170
H -1.399845 3.200295 -4.741945 0.004 0.196 -0.022
H -1.321239 4.156131 -3.230220 0.068 0.148 -0.131
H 0.923144 4.776899 -5.082346 -0.034 0.012 -0.014
C 0.395286 -1.833163 5.332292 -0.917 -0.049 0.427
C 0.580944 -1.985764 3.841427 0.534 -0.484 0.108
C 1.156808 -3.329708 3.456091 -0.140 -0.512 0.137
O -0.729417 -1.852414 3.205741 0.123 0.277 0.129
H -0.331579 -2.569974 5.706006 0.118 -0.105 -0.193
H -0.066114 -0.870418 5.563365 0.330 0.106 0.055
H 1.284003 -1.994616 5.936974 0.239 0.205 -0.257
H 1.227977 -1.198460 3.454765 -0.316 0.187 -0.198
H 1.309052 -3.436724 2.382759 0.096 0.163 -0.003
H 0.481850 -4.131267 3.782420 -0.048 0.089 -0.030
H 2.098288 -3.525878 3.969889 0.091 0.199 -0.106
H -1.304421 -2.465702 3.676265 -0.251 0.005 -0.119
C 0.236027 -0.304928 -4.515036 0.112 -0.606 0.321
C -1.135133 -0.587353 -3.926284 -0.016 0.681 0.270
C -1.988539 -1.471572 -4.791191 -0.017 -0.718 0.097
O -1.007452 -1.216245 -2.634417 0.007 -0.212 0.249
H 0.148919 0.354817 -5.375332 0.139 0.013 -0.035
H 0.711352 -1.248019 -4.798882 -0.106 0.049 -0.247
H 0.909253 0.115397 -3.762562 -0.150 0.361 -0.078
H -1.645031 0.367749 -3.750951 -0.031 -0.026 -0.191
H -2.185959 -1.051256 -5.774727 0.031 0.203 0.046
H -2.938266 -1.701934 -4.305002 -0.040 0.163 -0.035
H -1.476879 -2.427433 -4.940983 0.007 0.055 -0.026
H -0.374909 -0.705052 -2.110092 0.229 -0.019 -0.129
C -4.414803 2.373474 0.711247 0.229 -0.648 0.438
C -3.649333 1.403228 -0.170146 0.847 0.606 -0.025
C -3.697116 1.786101 -1.636305 0.177 -0.179 0.147
O -2.222255 1.469231 0.223223 -0.937 -0.175 -0.176
H -4.132466 2.197805 1.752900 -0.034 0.046 -0.016
H -5.489054 2.207008 0.655762 -0.049 0.261 -0.246
H -4.130494 3.395353 0.462249 -0.274 0.089 -0.069
H -3.889905 0.358194 0.003190 -0.287 0.012 -0.046
H -3.095586 1.093102 -2.226014 -0.214 -0.104 -0.049
H -3.230255 2.769974 -1.748528 -0.208 0.065 -0.042
H -4.717238 1.834847 -2.011364 -0.008 -0.036 -0.069
H -1.914976 2.343380 -0.043351 0.410 0.007 0.179
```
Forces are in eV/Å.

Computed properties:
gap between HOMO and LUMO: 8.2 eV
largest force on an atom: 1.10 eV Å⁻¹
charge: +1
E_LUMO: -0.1320 Eh
HOMO level: -0.4333 Eh

Results of the Löwdin charge analysis, in e, for atoms 1 through 6: 1.2314, -0.4213, 0.0226, 0.0094, -0.0004, -0.0052